A structure of composition C55H50I2KN4O4P2S at a distorted geometry, computed with the ωB97M-V functional and the def2-TZVPD basis.

Geometry as ORCA input:
```
! wB97M-V def2-TZVPD RIJCOSX def2/J DEFGRID3
* xyz -1 1
K -1.27 1.13 1.29
I -0.88 6.24 7.01
C -0.54 5.12 5.30
C -1.07 5.53 4.08
C -0.83 4.78 2.95
I -1.59 5.36 1.11
C -0.06 3.56 2.96
O 0.12 2.85 1.93
C 0.47 3.20 4.24
C 1.31 1.95 4.35
N 0.49 0.76 4.64
C 1.23 -0.50 4.66
C 0.15 -1.55 4.77
C 0.14 -2.55 5.73
C -0.95 -3.40 5.80
C -2.01 -3.20 4.93
C -1.93 -2.17 4.01
N -0.87 -1.37 3.92
C 0.22 3.96 5.37
H -1.67 6.43 4.03
H 2.02 2.06 5.17
H 1.88 1.82 3.42
H -0.19 0.61 3.90
H 1.92 -0.55 5.50
H 1.81 -0.66 3.74
H 0.97 -2.65 6.41
H -0.99 -4.19 6.54
H -2.90 -3.82 4.96
H -2.75 -1.95 3.34
H 0.64 3.64 6.32
C 1.52 0.06 -5.15
S 3.28 -0.21 -4.92
C 3.29 -1.57 -3.71
C 3.42 -1.15 -2.25
C 2.13 -0.50 -1.79
N 2.10 -0.09 -0.40
P 1.68 -1.15 0.88
C 0.72 -2.50 0.12
C 1.23 -3.46 -0.76
C 0.43 -4.49 -1.23
C -0.90 -4.58 -0.81
C -1.41 -3.64 0.07
C -0.61 -2.60 0.53
C 3.22 -2.06 1.27
C 4.46 -1.45 1.07
C 5.63 -2.05 1.52
C 5.57 -3.27 2.18
C 4.34 -3.89 2.38
C 3.18 -3.28 1.93
P 2.25 1.57 0.11
C 3.84 2.03 -0.66
C 4.92 2.08 0.23
C 6.22 2.32 -0.22
C 6.44 2.53 -1.58
C 5.37 2.50 -2.47
C 4.09 2.26 -2.01
C 1.06 2.40 -1.04
C 1.29 3.70 -1.49
C 0.39 4.33 -2.34
C -0.77 3.68 -2.74
C -1.02 2.39 -2.28
C -0.11 1.76 -1.44
H 1.41 0.76 -5.98
H 1.01 0.49 -4.29
H 1.02 -0.88 -5.43
H 4.10 -2.24 -4.00
H 2.37 -2.13 -3.86
H 4.26 -0.44 -2.12
H 3.67 -2.02 -1.63
H 1.29 -1.17 -1.99
H 1.94 0.39 -2.39
H 2.27 -3.42 -1.05
H 0.84 -5.22 -1.91
H -1.52 -5.39 -1.17
H -2.44 -3.68 0.39
H -1.04 -1.87 1.20
H 4.51 -0.49 0.56
H 6.58 -1.56 1.34
H 6.48 -3.75 2.53
H 4.29 -4.84 2.89
H 2.22 -3.77 2.10
H 4.74 1.92 1.29
H 7.03 2.35 0.48
H 7.45 2.71 -1.94
H 5.54 2.66 -3.53
H 3.26 2.24 -2.72
H 2.18 4.24 -1.18
H 0.58 5.34 -2.67
H -1.48 4.17 -3.39
H -1.93 1.88 -2.56
H -0.31 0.74 -1.12
N -1.74 -0.93 -1.93
C -2.35 -0.76 -2.89
C -3.35 -0.47 -3.90
C -3.01 -0.16 -5.21
C -4.01 0.15 -6.12
C -5.34 0.15 -5.72
C -5.67 -0.16 -4.41
C -4.68 -0.47 -3.49
H -1.96 -0.15 -5.50
H -3.75 0.39 -7.15
H -6.11 0.39 -6.43
H -6.71 -0.15 -4.09
H -4.92 -0.68 -2.45
O -4.55 -2.41 -0.01
C -5.42 -1.37 -0.22
C -6.63 -1.63 -0.87
C -7.53 -0.61 -1.13
C -7.23 0.69 -0.77
C -6.01 0.94 -0.14
C -5.09 -0.07 0.16
C -3.79 0.36 0.85
O -3.51 1.58 0.72
O -3.12 -0.52 1.43
H -5.00 -3.20 -0.33
H -6.85 -2.66 -1.17
H -8.47 -0.84 -1.63
H -7.91 1.50 -0.97
H -5.71 1.94 0.14
*
```

Values from the calculation:
HOMO-LUMO gap: 6.056 eV
total energy: -4922.2357 Ha
relative energy (zero: lowest compared OMol25 entry of this formula, charge and spin): 26.0 kcal per mole
HOMO level: -4.101 eV

An isolated molecule of C6H9N, computed with the ωB97M-V functional and the def2-TZVPD basis.

Geometry as ORCA input:
```
! wB97M-V def2-TZVPD RIJCOSX def2/J DEFGRID3
* xyz 0 1
C -1.24 -1.49 0.71
C -0.66 -0.23 0.17
C -1.29 0.77 -0.47
N -0.55 1.99 -0.46
C 0.51 1.74 0.21
C 0.75 0.27 0.41
C 1.56 -0.18 -0.85
H -1.29 -1.40 1.81
H -0.66 -2.39 0.49
H -2.26 -1.63 0.35
H -2.32 0.83 -0.79
H 1.08 2.56 0.65
H 1.22 -0.04 1.35
H 1.54 -1.26 -0.99
H 2.60 0.16 -0.87
H 1.04 0.28 -1.70
*
```

Values from the calculation:
HOMO-LUMO gap: 9.417 eV
total energy: -288.7280 Ha
SMILES: CC1=CN=C[C@@H]1C
relative energy (zero: lowest compared OMol25 entry of this formula, charge and spin): 33.9 kcal per mole
HOMO level: -8.565 eV

A cluster of 4 separate species, C29H31N5O2 in total at a distorted geometry, computed with the ωB97M-V functional and the def2-TZVPD basis.

Geometry as ORCA input:
```
! wB97M-V def2-TZVPD RIJCOSX def2/J DEFGRID3
* xyz 0 1
C 0.80 -0.13 1.40
C 1.84 0.66 0.67
O 2.66 1.33 1.24
O 1.79 0.56 -0.67
C 2.09 1.78 -1.37
C 1.17 2.91 -1.01
C -0.29 2.60 -1.28
C -1.17 3.82 -0.90
C -2.15 3.57 0.22
C -2.12 4.36 1.34
C -3.03 4.16 2.40
C -3.94 3.15 2.33
C -4.01 2.32 1.19
N -4.95 1.32 1.16
C -4.96 0.62 0.06
C -4.09 0.86 -1.02
N -3.17 1.78 -1.01
C -3.12 2.53 0.13
H -0.16 0.38 1.25
H 0.76 -1.13 0.98
H 1.02 -0.13 2.45
H 3.13 2.05 -1.21
H 2.00 1.54 -2.42
H 1.50 3.77 -1.60
H 1.32 3.21 0.03
H -0.39 2.46 -2.35
H -0.60 1.69 -0.78
H -1.69 4.21 -1.78
H -0.51 4.62 -0.58
H -1.40 5.16 1.41
H -2.99 4.81 3.26
H -4.63 2.98 3.14
H -5.69 -0.17 -0.03
H -4.18 0.24 -1.91
C 2.38 -6.27 0.96
C 1.16 -6.06 1.59
C 0.82 -4.77 1.94
N 1.59 -3.71 1.71
C 2.76 -3.92 1.11
C 3.20 -5.18 0.71
H 2.68 -7.26 0.67
H 0.49 -6.88 1.80
H -0.13 -4.56 2.43
H 3.37 -3.04 0.93
H 4.15 -5.30 0.22
C 0.00 -10.40 -1.90
C -1.21 -10.19 -1.27
C -1.56 -8.90 -0.91
N -0.78 -7.84 -1.15
C 0.38 -8.06 -1.76
C 0.81 -9.31 -2.16
H 0.30 -11.40 -2.20
H -1.88 -11.02 -1.05
H -2.50 -8.69 -0.41
H 0.98 -7.18 -1.94
H 1.77 -9.43 -2.66
C 1.53 8.46 0.79
C 2.43 7.43 0.97
C 2.78 6.65 -0.12
N 2.30 6.85 -1.35
C 1.43 7.84 -1.51
C 1.01 8.67 -0.48
H 1.22 9.09 1.62
H 2.85 7.22 1.95
H 3.49 5.84 -0.02
H 1.05 7.97 -2.52
H 0.31 9.47 -0.67
*
```

Values from the calculation:
HOMO-LUMO gap: 8.725 eV
total energy: -1547.9226 Ha
SMILES: CC(=O)OCCCCc1cccc2nccnc12.c1ccncc1.c1ccncc1.c1ccncc1
relative energy (zero: lowest compared OMol25 entry of this formula, charge and spin): 0.0 kcal per mole
HOMO level: -8.810 eV

A cluster of 2 separate species, C4H14N3O in total at a distorted geometry, computed with the ωB97M-V functional and the def2-TZVPD basis.

Geometry as ORCA input:
```
! wB97M-V def2-TZVPD RIJCOSX def2/J DEFGRID3
* xyz 1 1
C 0.09 2.09 -0.49
C 0.64 0.87 -1.34
C 0.60 -0.35 -0.51
C 1.57 -0.93 0.22
N 1.41 -2.14 0.86
N -0.73 -1.05 -0.50
N 0.41 3.33 -1.16
H 0.68 2.03 0.43
H -0.97 1.89 -0.26
H 1.68 1.18 -1.47
H 0.13 0.75 -2.29
H 2.54 -0.46 0.17
H 0.57 -2.30 1.38
H 2.23 -2.49 1.35
H -1.42 -0.44 -0.94
H -1.07 -1.13 0.46
H -0.60 -1.96 -0.94
H 0.51 3.23 -2.15
H -0.22 4.08 -0.94
H -3.30 -0.79 2.59
H -2.94 -2.23 2.96
O -2.85 -1.59 2.27
*
```

Values from the calculation:
HOMO-LUMO gap: 9.200 eV
total energy: -400.0507 Ha
relative energy (zero: lowest compared OMol25 entry of this formula, charge and spin): 51.4 kcal per mole
HOMO level: -12.420 eV

A cluster of 2 separate species, C75H79N4 in total at a distorted geometry, computed with the ωB97M-V functional and the def2-TZVPD basis.

Geometry as ORCA input:
```
! wB97M-V def2-TZVPD RIJCOSX def2/J DEFGRID3
* xyz 1 1
C 0.51 -1.86 -0.04
C 0.69 -3.06 0.87
C -0.70 -3.48 1.41
C 1.25 -4.24 0.07
C 1.72 -2.79 1.99
C 1.76 -3.70 3.05
C 2.74 -3.60 4.04
C 3.81 -2.72 3.85
C 3.94 -2.00 2.66
C 5.38 -1.68 2.18
C 5.87 -0.37 2.78
C 5.45 -1.66 0.66
C 6.35 -2.78 2.66
C 2.68 -1.73 2.00
N 2.24 -0.38 1.82
C 1.18 0.13 2.59
C 0.03 -0.54 2.95
C -0.77 -0.19 4.14
C -2.05 0.39 4.09
C -2.61 0.93 5.25
C -1.94 0.80 6.48
C -0.78 0.02 6.56
C -0.27 -0.57 5.41
N 1.49 1.47 2.87
C 0.95 2.27 3.96
C 1.55 2.21 5.26
C 2.89 1.49 5.62
C 3.06 1.29 7.14
C 4.04 2.36 5.12
C 3.02 0.11 5.01
C 0.93 2.92 6.30
C -0.08 3.84 6.06
C -0.54 4.01 4.77
C -0.13 3.16 3.75
C -0.86 3.38 2.40
C -2.32 3.78 2.63
C -0.91 2.13 1.56
C -0.10 4.49 1.66
C 2.59 1.81 2.08
C 3.06 0.69 1.50
H 1.45 -1.60 -0.55
H -0.24 -2.09 -0.80
H 0.17 -1.00 0.54
H -0.64 -4.36 2.06
H -1.20 -2.68 1.96
H -1.34 -3.73 0.55
H 1.38 -5.12 0.72
H 0.57 -4.49 -0.75
H 2.23 -3.98 -0.34
H 1.02 -4.50 3.11
H 2.70 -4.25 4.92
H 4.61 -2.71 4.59
H 5.76 -0.36 3.87
H 6.94 -0.22 2.55
H 5.33 0.49 2.37
H 5.32 -2.68 0.28
H 4.68 -1.04 0.21
H 6.43 -1.29 0.34
H 6.03 -3.77 2.30
H 7.36 -2.59 2.26
H 6.45 -2.82 3.75
H -0.05 -1.55 2.58
H -2.61 0.39 3.14
H -3.59 1.42 5.20
H -2.35 1.25 7.39
H -0.29 -0.15 7.52
H 0.50 -1.35 5.44
H 2.25 0.68 7.56
H 4.00 0.76 7.33
H 3.12 2.24 7.68
H 3.97 2.51 4.03
H 3.99 3.35 5.59
H 5.00 1.90 5.35
H 3.18 0.14 3.93
H 3.90 -0.41 5.43
H 2.14 -0.51 5.21
H 1.25 2.78 7.33
H -0.52 4.42 6.88
H -1.26 4.81 4.57
H -2.42 4.78 3.06
H -2.88 3.78 1.68
H -2.81 3.06 3.31
H 0.07 1.87 1.15
H -1.25 1.29 2.17
H -1.64 2.23 0.75
H 0.95 4.19 1.51
H -0.54 4.68 0.67
H -0.11 5.41 2.25
H 2.96 2.82 2.03
H 3.92 0.55 0.87
C -8.88 2.42 -4.46
C -9.40 1.70 -3.37
C -8.60 0.79 -2.68
C -7.24 0.65 -3.02
N -6.44 -0.30 -2.33
C -6.99 -1.57 -2.09
C -7.96 -2.06 -2.98
C -8.60 -3.28 -2.73
C -8.28 -4.02 -1.58
C -7.30 -3.55 -0.70
C -6.64 -2.34 -0.96
C -5.08 -0.04 -2.08
C -4.62 1.28 -1.91
C -3.30 1.51 -1.58
C -2.34 0.45 -1.60
C -0.92 0.71 -1.50
C -0.03 0.49 -2.58
C 1.17 1.25 -2.73
C 1.95 1.17 -3.87
C 1.65 0.20 -4.85
N 2.42 0.08 -6.02
C 2.61 -1.18 -6.61
C 2.65 -1.30 -8.01
C 2.87 -2.55 -8.59
C 3.05 -3.69 -7.79
C 2.99 -3.57 -6.39
C 2.75 -2.33 -5.80
C 2.97 1.23 -6.65
C 4.24 1.15 -7.24
C 4.79 2.27 -7.88
C 4.05 3.45 -7.97
C 2.75 3.51 -7.44
C 2.22 2.41 -6.75
C 0.53 -0.64 -4.68
C -0.33 -0.45 -3.62
C -2.83 -0.87 -1.77
C -4.16 -1.11 -2.06
C -6.72 1.36 -4.12
C -7.56 2.19 -4.87
H -9.49 3.14 -5.00
H -10.44 1.84 -3.06
H -9.04 0.17 -1.89
H -8.23 -1.48 -3.86
H -9.34 -3.63 -3.44
H -8.81 -4.95 -1.37
H -7.04 -4.12 0.19
H -5.83 -2.00 -0.30
H -5.32 2.11 -2.00
H -2.96 2.52 -1.38
H -0.60 1.44 -0.76
H 1.47 1.96 -1.95
H 2.79 1.84 -4.03
H 2.51 -0.41 -8.63
H 2.90 -2.63 -9.68
H 3.23 -4.65 -8.25
H 3.12 -4.44 -5.76
H 2.67 -2.23 -4.71
H 4.80 0.21 -7.21
H 5.79 2.20 -8.31
H 4.46 4.33 -8.47
H 2.14 4.41 -7.55
H 1.21 2.45 -6.34
H 0.32 -1.42 -5.41
H -1.25 -1.03 -3.58
H -2.14 -1.72 -1.71
H -4.50 -2.12 -2.25
H -5.66 1.24 -4.40
H -7.16 2.67 -5.77
*
```

Values from the calculation:
HOMO-LUMO gap: 3.760 eV
total energy: -3124.0038 Ha
relative energy (zero: lowest compared OMol25 entry of this formula, charge and spin): 18.5 kcal per mole
HOMO level: -8.457 eV

A structure of composition C5H7NS2 at a distorted geometry, computed with the ωB97M-V functional and the def2-TZVPD basis.

Geometry as ORCA input:
```
! wB97M-V def2-TZVPD RIJCOSX def2/J DEFGRID3
* xyz 0 1
C -0.29 0.71 -0.01
C 0.65 0.05 -1.07
C 0.68 -1.05 0.01
C 0.65 0.07 1.07
C -1.45 -0.30 0.00
H 0.46 2.89 0.03
H 0.20 -0.08 -2.06
H 1.61 0.59 -1.19
H 1.42 -1.82 -0.01
H 1.63 0.58 1.22
H 0.18 -0.18 2.06
H -1.13 -2.38 -0.04
N -0.74 -1.44 -0.01
S -0.80 2.43 0.00
S -3.06 -0.07 0.00
*
```

Values from the calculation:
HOMO-LUMO gap: 9.128 eV
total energy: -1045.8068 Ha
relative energy (zero: lowest compared OMol25 entry of this formula, charge and spin): 23.4 kcal per mole
HOMO level: -8.438 eV

An isolated molecule of C8H12N4O3 at a distorted geometry, computed with the ωB97M-V functional and the def2-TZVPD basis.

Geometry as ORCA input:
```
! wB97M-V def2-TZVPD RIJCOSX def2/J DEFGRID3
* xyz 0 1
N 0.08 -0.21 1.70
C 0.12 1.10 1.06
C 1.60 1.62 0.77
C 2.44 0.44 0.19
C 3.68 0.47 -0.49
N 4.01 -0.86 -0.75
C 3.06 -1.61 -0.25
N 2.10 -0.90 0.35
C -0.46 0.72 -0.36
O -0.34 1.55 -1.35
N -1.14 -0.44 -0.23
C -2.28 -0.85 -0.95
C -3.61 -0.54 -0.06
O -3.90 -0.99 0.99
O -4.49 0.48 -0.65
H -0.12 -0.29 2.70
H 0.93 -0.71 1.41
H -0.48 2.00 1.43
H 2.10 2.06 1.71
H 1.52 2.29 0.02
H 4.36 1.30 -0.72
H 4.88 -1.20 -1.18
H 3.23 -2.72 -0.28
H -0.72 -0.94 0.48
H -2.34 -1.81 -1.10
H -2.19 -0.40 -1.94
H -3.98 0.86 -1.42
*
```

Values from the calculation:
HOMO-LUMO gap: 9.187 eV
total energy: -756.7317 Ha
SMILES: N[C@@H](Cc1c[nH]cn1)C(=O)NCC(=O)O
relative energy (zero: lowest compared OMol25 entry of this formula, charge and spin): 69.2 kcal per mole
HOMO level: -8.646 eV

An isolated molecule of C4H7NO at a distorted geometry, computed with the ωB97M-V functional and the def2-TZVPD basis.

Geometry as ORCA input:
```
! wB97M-V def2-TZVPD RIJCOSX def2/J DEFGRID3
* xyz 0 1
C -1.25 -0.82 0.01
C -0.77 0.48 -0.65
O -0.08 1.29 0.28
C 1.22 0.85 0.56
C 1.54 -0.56 0.24
N 1.91 -1.61 -0.07
H -2.00 -0.56 0.75
H -1.66 -1.49 -0.75
H -0.49 -1.41 0.54
H -1.64 1.07 -0.96
H -0.14 0.33 -1.55
H 1.41 1.02 1.63
H 1.95 1.42 -0.03
*
```

Values from the calculation:
HOMO-LUMO gap: 11.294 eV
total energy: -286.5632 Ha
SMILES: CCOCC#N
relative energy (zero: lowest compared OMol25 entry of this formula, charge and spin): 43.0 kcal per mole
HOMO level: -10.452 eV

> Which of these has the lowest relative energy (zero: lowest compared OMol25 entry of this formula, charge and spin)?

C29H31N5O2

> Which formula does entry 7 have?

C8H12N4O3

> The lowest HOMO-LUMO gap belongs to which entry?

C75H79N4